The following is a quantum chemistry calculation of a molecular structure, C23H34CdCl2N3O3 in a non-equilibrium geometry, from the Open Molecules 2025 dataset.

Each line ends with the Löwdin charge.
CARTESIAN COORDINATES (ANGSTROEM)
O  1.33260  0.96590  -0.89850  -0.440
C  1.34010  1.48900  -2.19610  -0.408
C  1.36770  2.99970  -2.18390  -0.185
C  1.03710  3.71550  -1.03840  -0.048
H  0.79860  3.16180  -0.14270  0.024
C  1.02820  5.10300  -1.04160  -0.091
H  0.75510  5.64350  -0.14320  0.094
C  1.36650  5.80030  -2.19370  -0.130
H  1.36010  6.88290  -2.20010  0.082
C  1.72030  5.09580  -3.33750  -0.119
H  1.99490  5.62930  -4.23860  0.084
C  1.71750  3.70850  -3.32940  -0.056
H  1.98910  3.16160  -4.22410  0.107
H  2.23710  1.15630  -2.73010  0.121
C  0.34830  -0.52590  -3.31420  -0.167
C  0.14210  0.90410  -2.93280  -0.429
H  -0.23590  -0.83270  -4.17780  0.068
H  0.10820  -1.17970  -2.47780  -0.017
H  1.40110  -0.70400  -3.54700  0.070
C  -0.96580  1.61490  -3.15380  -0.293
C  -2.22430  1.16460  -3.81480  -0.223
H  -0.96700  2.65370  -2.84140  0.112
H  -2.46340  1.72730  -4.71290  0.056
H  -3.07530  1.25550  -3.13500  0.043
H  -2.16880  0.10790  -4.08940  0.037
Cd  0.00000  0.00000  0.00000  1.003
Cl  -1.00380  1.81570  1.04250  -0.129
Cl  -1.57750  -0.06300  -1.69610  0.317
C  -2.42100  -1.15960  1.16280  -0.373
O  -1.18440  -1.27260  1.17530  -0.197
N  -3.23390  -1.88710  1.93360  -0.183
C  -2.79920  -3.13710  2.52240  -0.043
C  -4.57940  -1.44190  2.22400  -0.051
H  -2.91720  -0.44470  0.50840  0.062
H  -1.75050  -3.28390  2.29440  0.083
H  -3.37870  -3.96820  2.11970  0.085
H  -2.93440  -3.11110  3.60370  0.084
H  -4.71640  -0.42740  1.86350  0.093
H  -4.76490  -1.45780  3.29850  0.084
H  -5.31130  -2.08760  1.73760  0.084
H  1.82750  -5.00730  -0.93990  0.090
H  4.38240  -4.10460  -0.57050  0.087
C  1.85170  -4.19760  -1.67010  -0.031
C  4.09300  -3.26080  -1.19620  -0.050
N  2.65520  -3.09780  -1.18070  -0.178
H  0.83910  -3.85660  -1.85680  0.093
C  2.08840  -1.94890  -0.81140  -0.297
O  0.86060  -1.79450  -0.69580  -0.146
H  4.55340  -2.35600  -0.81820  0.086
H  2.77760  -1.12530  -0.63240  0.133
H  2.25840  -4.57610  -2.60670  0.088
H  4.44130  -3.44730  -2.21320  0.088
N  1.41190  -0.01400  1.63950  -0.033
C  1.21000  0.20690  3.03790  -0.296
C  2.33930  0.38360  3.86310  -0.044
C  2.19870  0.56070  5.24260  -0.111
C  0.92940  0.56500  5.82060  -0.120
C  -0.19940  0.39060  5.01950  -0.083
C  -0.06300  0.20940  3.63950  -0.070
H  2.25580  0.46210  1.28980  0.095
H  1.67170  -1.00530  1.56010  0.085
H  3.33360  0.37190  3.43480  0.099
H  3.07580  0.68940  5.86390  0.088
H  0.82010  0.69880  6.88920  0.087
H  -1.18420  0.39000  5.46920  0.095
H  -0.96140  0.07280  3.07460  0.037

E_HOMO (eV): -2.421
Net charge: -1
Kohn-Sham gap (eV): 4.76
DFT total energy (hartree): -2374.84333